(1)
The following is a quantum chemistry calculation of a molecular structure, C6H11Br2CuN2 at a distorted geometry, from the Open Molecules 2025 dataset.

Geometry as ORCA input:
```
! RIJCOSX wB97M-V def2-TZVPD def2/J DEFGRID3
* xyz 0 1
Cu 2.84 0.79 2.99
C -3.11 -1.02 0.81
C -1.58 -1.11 0.96
N -0.85 -0.54 -0.16
C -1.08 -0.81 -1.49
C -0.02 -0.25 -2.21
N 0.81 0.40 -1.31
C 0.31 0.24 -0.05
C 1.99 1.12 -1.59
H -3.49 0.00 0.78
H -3.70 -1.40 1.64
H -3.38 -1.62 -0.06
H -1.26 -2.15 1.07
H -1.21 -0.70 1.90
H -1.88 -1.43 -1.87
H 0.23 -0.33 -3.25
H 0.73 0.59 0.88
H 1.77 1.86 -2.36
H 2.85 0.49 -1.83
H 2.45 1.54 -0.70
Br 5.44 1.08 4.11
Br 2.14 3.28 1.75
*
```

The calculation puts the orbital gap at 0.233 hartree. The calculated total energy comes out at -194104.40345 eV. The value obtained for the max |F| is 0.0756 Eh/bohr.


(2)
The following is a quantum chemistry calculation of a single C5H10 molecule at a distorted geometry, from the Open Molecules 2025 dataset.

Geometry as ORCA input:
```
! RIJCOSX wB97M-V def2-TZVPD def2/J DEFGRID3
* xyz 0 1
C 2.18 -0.53 0.11
C 1.16 0.19 -0.39
C 0.08 0.81 0.42
C -1.25 0.55 -0.23
C -1.77 -0.87 0.09
H 2.95 -0.89 -0.61
H 2.26 -0.69 1.18
H 1.08 0.26 -1.48
H 0.17 1.87 0.47
H 0.09 0.49 1.46
H -1.13 0.62 -1.35
H -2.02 1.33 0.04
H -2.63 -1.12 -0.62
H -0.99 -1.65 -0.25
H -2.13 -1.08 1.16
*
```

The calculation puts the orbital gap at 0.397 hartree. The SMILES is C=CCCC. The calculated total energy comes out at -5346.15436 eV. The value obtained for the max |F| is 0.0392 Eh/bohr.


(3)
The following is a quantum chemistry calculation of 2 unconnected molecules or ions with the total composition C11H18N2O2 at a distorted geometry, from the Open Molecules 2025 dataset.

Geometry as ORCA input:
```
! RIJCOSX wB97M-V def2-TZVPD def2/J DEFGRID3
* xyz 0 1
C 3.36 0.76 -0.57
C 2.48 1.79 -0.93
C 2.92 -0.17 0.46
C 1.32 1.96 -0.16
C -0.17 -1.67 -0.78
C -0.21 -3.16 -0.48
C -3.63 0.68 0.36
C -1.03 1.10 -1.58
C 1.32 -0.97 2.07
C -2.19 1.01 0.72
C -1.16 0.40 -0.27
N 1.75 0.06 1.12
N 0.92 1.06 0.82
O 0.63 -1.21 -1.56
O -1.08 -0.95 -0.13
H 4.28 0.65 -1.08
H 2.74 2.52 -1.58
H 3.62 -0.89 0.83
H 0.52 2.65 -0.35
H 0.71 -3.27 -0.02
H -1.05 -3.24 0.10
H -0.39 -3.72 -1.41
H -4.28 1.28 1.02
H -3.93 0.88 -0.69
H -3.87 -0.33 0.58
H -1.42 0.39 -2.29
H -1.58 1.97 -1.66
H 0.01 1.16 -1.97
H 0.23 -0.75 2.36
H 1.21 -1.93 1.70
H 1.89 -0.88 2.97
H -1.99 0.73 1.75
H -1.92 2.09 0.66
*
```

The calculation puts the orbital gap (alpha / beta) at 0.261 / 0.237 hartree. The calculated total energy comes out at -18769.23132 eV. The value obtained for the max |F| is 0.1003 Eh/bohr.


Energy above the lowest of the compared OMol25 structures with the same formula, charge and spin
In order: 35.6 25.6 162.2
Unit: kcal per mole